[1]
The following is a DFT calculation (wB97M-V/def2-TZVPD) of C27H31N3O4S in the gas phase.

Properties
- ΔE to the lowest compared entry with this formula, charge and spin (kJ/mol) = 62.9
- SMILES = CCn1cc(C(=O)N2CCc3ccccc32)c(=O)c2cc(S(=O)(=O)N(C)C3CCCCC3)ccc21
- HOMO level (Eh) = -0.297
- energy (eV) = -51998.6428
- total charge = 0
- Kohn-Sham gap (eV) = 8.102

Last column: Löwdin charge in e.
Geometry (Å):
C (1.11, 4.34, 2.57)  -0.06
H (0.52, 4.40, 1.66)  0.07
H (1.40, 5.35, 2.86)  0.08
H (0.49, 3.91, 3.35)  0.08
C (2.36, 3.49, 2.36)  -0.19
N (2.03, 2.13, 1.97)  -0.04
C (1.87, 1.20, 2.94)  0.03
C (1.54, -0.09, 2.72)  -0.05
C (1.47, -0.62, 1.37)  -0.34
O (1.34, -1.80, 1.09)  0.09
C (1.55, 0.43, 0.34)  -0.04
C (1.33, 0.06, -0.99)  0.02
C (1.30, 1.01, -1.98)  -0.26
C (1.52, 2.34, -1.68)  -0.04
C (1.77, 2.73, -0.38)  0.01
C (1.79, 1.78, 0.66)  -0.12
H (1.94, 3.77, -0.18)  0.10
H (1.50, 3.06, -2.48)  0.12
S (0.99, 0.61, -3.70)  0.70
O (1.95, 1.35, -4.46)  -0.29
O (0.94, -0.81, -3.89)  -0.27
N (-0.52, 1.33, -3.93)  -0.24
C (-0.58, 2.24, -5.06)  -0.10
H (-1.18, 3.12, -4.81)  0.09
H (0.44, 2.55, -5.28)  0.07
H (-1.00, 1.76, -5.95)  0.10
C (-1.69, 0.47, -3.76)  -0.34
C (-2.98, 1.31, -3.78)  -0.16
C (-4.21, 0.43, -3.54)  -0.20
C (-4.11, -0.31, -2.21)  -0.21
C (-2.84, -1.15, -2.20)  -0.18
C (-1.60, -0.28, -2.43)  -0.16
H (-1.50, 0.45, -1.62)  0.13
H (-0.73, -0.91, -2.44)  0.08
H (-2.73, -1.66, -1.24)  0.09
H (-2.89, -1.90, -2.98)  0.12
H (-4.98, -0.94, -2.07)  0.11
H (-4.08, 0.42, -1.40)  0.11
H (-5.10, 1.05, -3.56)  0.11
H (-4.29, -0.30, -4.35)  0.12
H (-3.09, 1.82, -4.73)  0.10
H (-2.91, 2.06, -2.99)  0.13
H (-1.73, -0.26, -4.58)  0.16
H (1.18, -0.99, -1.21)  0.13
C (1.42, -1.02, 3.88)  -0.40
O (2.24, -1.04, 4.79)  0.08
N (0.37, -1.88, 3.86)  0.03
C (-0.76, -1.89, 3.05)  -0.17
C (-1.34, -0.86, 2.34)  -0.01
C (-2.51, -1.12, 1.64)  -0.09
C (-3.10, -2.37, 1.66)  -0.10
C (-2.53, -3.40, 2.41)  -0.03
C (-1.37, -3.14, 3.11)  -0.16
C (-0.58, -4.05, 4.01)  -0.08
H (-1.20, -4.59, 4.72)  0.12
H (-0.02, -4.77, 3.41)  0.12
C (0.37, -3.06, 4.71)  -0.09
H (1.39, -3.43, 4.81)  0.13
H (0.00, -2.79, 5.71)  0.13
H (-3.00, -4.37, 2.45)  0.11
H (-4.01, -2.55, 1.11)  0.10
H (-2.98, -0.33, 1.07)  0.10
H (-0.92, 0.13, 2.32)  0.11
H (2.01, 1.55, 3.96)  0.15
H (3.01, 3.93, 1.60)  0.12
H (2.93, 3.44, 3.29)  0.12


[2]
The following is a DFT calculation (wB97M-V/def2-TZVPD) of a molecular structure, C27H31NO7OsSSb in a non-equilibrium geometry.

Properties
- ΔE to the lowest compared entry with this formula, charge and spin (kJ/mol) = 36.0
- HOMO level (Eh) = -0.389
- energy (eV) = -64154.2792
- total charge = +1
- Kohn-Sham gap (eV) = 5.432

Last column: Löwdin charge in e.
Geometry (Å):
Os (-0.34, 0.97, -1.80)  1.34
O (0.21, -1.15, -1.00)  -0.11
C (-0.86, -1.79, -1.72)  -0.31
C (-0.58, -1.49, -3.22)  -0.49
O (-0.78, -2.20, -4.15)  0.17
O (-0.15, -0.23, -3.32)  -0.21
C (-1.05, -3.22, -1.25)  -0.13
C (-0.93, -3.46, 0.12)  -0.02
C (-1.10, -4.73, 0.62)  -0.06
C (-1.42, -5.78, -0.23)  -0.06
C (-1.56, -5.54, -1.59)  -0.05
C (-1.38, -4.27, -2.11)  0.00
C (-2.05, -0.86, -1.45)  -0.15
C (-3.19, -0.92, -2.25)  0.01
C (-4.18, 0.02, -2.10)  0.00
C (-4.08, 1.05, -1.16)  -0.05
C (-2.99, 1.11, -0.33)  -0.05
C (-1.94, 0.15, -0.45)  -0.19
H (1.03, -1.66, -1.01)  0.16
H (-0.67, -2.64, 0.79)  0.08
H (-1.00, -4.91, 1.68)  0.11
H (-1.56, -6.78, 0.16)  0.11
H (-1.81, -6.36, -2.26)  0.11
H (-1.49, -4.10, -3.17)  0.11
H (-3.27, -1.69, -3.01)  0.14
H (-5.05, -0.03, -2.74)  0.13
H (-4.87, 1.78, -1.08)  0.12
H (-2.92, 1.85, 0.45)  0.13
H (-1.27, 0.02, 0.39)  0.08
O (5.29, 4.93, -3.90)  0.14
C (4.76, 3.69, -3.98)  -0.47
O (5.43, 2.75, -4.29)  0.15
C (3.29, 3.55, -3.68)  -0.11
C (2.62, 2.49, -4.27)  0.03
C (1.28, 2.28, -4.02)  -0.09
C (0.61, 3.13, -3.12)  -0.63
S (-1.08, 2.80, -2.70)  0.74
C (1.29, 4.19, -2.50)  -0.10
C (2.62, 4.40, -2.79)  -0.01
H (4.61, 5.60, -3.79)  0.11
H (3.17, 1.84, -4.94)  0.14
H (0.74, 1.48, -4.50)  0.10
H (0.77, 4.83, -1.80)  0.12
H (3.14, 5.20, -2.29)  0.13
C (-1.40, -2.32, 4.11)  -0.19
C (-0.03, -1.73, 4.43)  -0.46
Sb (0.71, -0.41, 2.90)  1.37
C (-0.91, 1.01, 3.09)  -0.46
C (-1.06, 1.64, 4.47)  -0.18
C (2.13, 0.62, 4.15)  -0.46
C (3.58, 0.25, 3.85)  -0.21
H (-1.72, -3.03, 4.87)  0.07
H (-1.41, -2.84, 3.15)  0.04
H (-2.17, -1.54, 4.06)  0.06
H (0.70, -2.53, 4.56)  0.05
H (-0.05, -1.18, 5.37)  0.04
H (-1.82, 0.46, 2.83)  0.03
H (-0.77, 1.77, 2.32)  0.02
H (-1.16, 0.88, 5.25)  0.06
H (-1.94, 2.28, 4.53)  0.07
H (-0.19, 2.25, 4.73)  0.06
H (1.87, 0.39, 5.18)  0.05
H (1.97, 1.69, 4.01)  0.04
H (3.75, -0.82, 3.95)  0.06
H (4.27, 0.76, 4.53)  0.07
H (3.86, 0.53, 2.83)  0.05
O (2.22, 2.12, 0.91)  0.10
N (1.88, 2.03, -0.17)  0.02
O (0.43, 1.44, -0.16)  -0.46


[3]
The following is a DFT calculation (wB97M-V/def2-TZVPD) of a molecular structure, C27H32AlN5O3Te.

Properties
- ΔE to the lowest compared entry with this formula, charge and spin (kJ/mol) = 0.0
- HOMO level (spin up / spin down) (Eh) = -0.422 / -0.423
- energy (eV) = -55998.8334
- total charge = +1
- Kohn-Sham gap (spin up / spin down) (eV) = 8.105 / 6.896
- multiplicity = 2

Last column: Löwdin charge in e.
Geometry (Å):
Al (-1.17, 0.80, -1.53)  0.03
N (-2.33, -0.94, -1.34)  0.07
N (-1.79, -1.87, -2.23)  0.06
C (-0.86, -1.38, -3.15)  -0.61
O (-0.44, -2.05, -4.05)  0.13
O (-0.49, -0.13, -2.88)  -0.04
H (-2.27, -1.28, -0.38)  0.09
H (-3.31, -0.73, -1.53)  0.14
H (-2.30, -2.71, -2.46)  0.16
N (1.54, 3.65, -6.52)  0.20
C (1.20, 3.65, -5.43)  -0.16
C (0.77, 3.64, -4.06)  -0.17
C (0.96, 4.75, -3.24)  0.03
C (0.53, 4.69, -1.93)  0.01
C (-0.08, 3.53, -1.47)  -0.08
N (-0.27, 2.46, -2.26)  0.03
C (0.16, 2.51, -3.54)  -0.01
H (1.44, 5.64, -3.63)  0.14
H (0.66, 5.52, -1.25)  0.13
H (-0.46, 3.47, -0.46)  0.08
H (0.02, 1.62, -4.13)  0.14
C (-4.44, 3.27, -0.79)  0.01
C (-3.10, 2.81, -0.29)  -0.64
O (-2.42, 3.48, 0.50)  0.02
N (-2.61, 1.62, -0.66)  0.18
Te (0.12, 0.74, 0.89)  1.69
C (2.09, -0.05, 0.96)  -0.39
C (2.96, 0.00, -0.13)  -0.30
C (2.60, 0.57, -1.48)  -0.05
C (4.24, -0.51, 0.04)  0.00
C (4.67, -1.05, 1.23)  -0.24
C (6.06, -1.60, 1.39)  -0.03
C (3.78, -1.06, 2.31)  0.00
C (2.50, -0.56, 2.20)  -0.30
C (1.61, -0.61, 3.42)  -0.06
C (-0.95, -1.01, 1.46)  -0.42
C (-2.05, -0.84, 2.32)  -0.30
C (-2.54, 0.49, 2.84)  -0.06
C (-2.74, -1.98, 2.73)  0.00
C (-2.38, -3.25, 2.31)  -0.25
C (-3.14, -4.47, 2.76)  -0.03
C (-1.31, -3.37, 1.43)  0.00
C (-0.58, -2.28, 0.98)  -0.31
C (0.54, -2.53, 0.01)  -0.04
H (-4.89, 3.93, -0.05)  0.09
H (-5.09, 2.43, -1.01)  0.08
H (-4.29, 3.85, -1.71)  0.09
H (1.53, 0.67, -1.62)  -0.01
H (2.98, -0.07, -2.28)  0.10
H (3.06, 1.55, -1.61)  0.10
H (4.92, -0.49, -0.81)  0.13
H (6.61, -1.57, 0.45)  0.08
H (6.04, -2.64, 1.73)  0.09
H (6.62, -1.03, 2.13)  0.09
H (4.10, -1.47, 3.26)  0.13
H (2.19, -0.86, 4.30)  0.09
H (0.82, -1.37, 3.32)  0.08
H (1.12, 0.35, 3.61)  0.07
H (-1.99, 1.35, 2.47)  0.01
H (-2.51, 0.50, 3.93)  0.10
H (-3.59, 0.63, 2.55)  0.09
H (-3.58, -1.86, 3.40)  0.13
H (-3.85, -4.22, 3.55)  0.08
H (-2.45, -5.23, 3.15)  0.09
H (-3.69, -4.92, 1.93)  0.09
H (-1.03, -4.36, 1.07)  0.13
H (0.36, -3.45, -0.53)  0.09
H (1.50, -2.63, 0.53)  0.09
H (0.66, -1.73, -0.72)  0.05


Q: What is the total charge in the first record?
A: 0